A structure of composition C35H26Br2CrN2P2S2, computed with ωB97M-V/def2-TZVPD.

The geometry in XYZ format:
```
70
Properties=species:S:1:pos:R:3:forces:R:3:nbo_charge:R:1
Cr -0.078 -1.693 -0.604 -0.1 0.2 0.2 0.94
S 2.081 -1.701 0.492 0.0 0.0 0.0 -0.50
P 1.247 0.055 1.090 0.1 0.1 0.0 1.46
C -0.326 -0.096 0.473 0.1 -0.2 -0.1 -1.37
P -1.533 0.670 -0.442 0.1 0.1 -0.1 1.46
S -2.064 -0.841 -1.696 0.0 0.0 0.0 -0.49
C -0.925 2.101 -1.362 0.0 0.0 0.0 -0.41
C -0.735 2.064 -2.738 0.0 0.0 0.0 -0.20
C -0.196 3.163 -3.392 0.0 0.0 0.0 -0.20
C 0.157 4.295 -2.672 0.0 0.0 0.0 -0.20
C -0.032 4.334 -1.296 0.0 0.0 0.0 -0.15
C -0.574 3.242 -0.641 0.0 0.0 0.0 -0.21
C -2.922 1.275 0.526 0.0 -0.1 0.0 -0.34
C -3.154 0.731 1.786 0.0 0.0 0.0 -0.21
C -4.245 1.152 2.531 0.0 0.0 0.0 -0.20
C -5.106 2.109 2.013 0.0 0.0 0.0 -0.18
C -4.881 2.646 0.752 0.0 0.0 0.0 -0.20
C -3.790 2.232 0.006 0.0 0.0 0.0 -0.19
C 1.324 0.253 2.876 0.0 0.0 0.0 -0.44
C 2.428 -0.205 3.587 0.0 0.0 0.0 -0.12
C 2.504 0.016 4.953 0.0 0.0 0.0 -0.22
C 1.481 0.692 5.606 0.0 0.0 0.0 -0.18
C 0.378 1.147 4.897 0.0 0.0 0.0 -0.20
C 0.298 0.928 3.529 0.0 0.0 0.0 -0.19
C 2.161 1.458 0.403 0.0 0.0 0.0 -0.33
C 2.527 2.548 1.185 0.0 0.0 0.1 -0.20
C 3.167 3.634 0.602 0.0 0.0 0.0 -0.21
C 3.438 3.636 -0.756 0.0 0.0 0.0 -0.18
C 3.074 2.548 -1.541 0.0 0.0 0.0 -0.20
C 2.441 1.464 -0.962 0.0 0.0 -0.1 -0.20
H -1.023 1.180 -3.294 0.0 0.0 0.0 0.23
H -0.061 3.138 -4.466 0.0 0.0 0.0 0.22
H 0.575 5.152 -3.184 0.0 0.0 0.0 0.22
H 0.244 5.217 -0.734 0.0 0.0 0.0 0.22
H -0.726 3.281 0.432 0.0 0.0 0.0 0.22
H -2.478 -0.020 2.176 0.0 0.0 0.0 0.23
H -4.424 0.733 3.513 0.0 0.0 0.0 0.22
H -5.957 2.439 2.595 0.0 0.0 0.0 0.23
H -5.555 3.391 0.351 0.0 0.0 0.0 0.23
H -3.612 2.659 -0.974 0.0 0.0 0.0 0.23
H 3.220 -0.740 3.076 0.0 0.0 0.0 0.22
H 3.360 -0.341 5.509 0.0 0.0 0.0 0.23
H 1.543 0.861 6.673 0.0 0.0 0.0 0.23
H -0.419 1.671 5.407 0.0 0.0 0.0 0.22
H -0.562 1.279 2.970 0.0 0.0 0.0 0.23
H 2.322 2.557 2.248 0.0 0.0 0.0 0.23
H 3.456 4.476 1.217 0.0 0.0 0.0 0.23
H 3.939 4.483 -1.208 0.0 0.0 0.0 0.22
H 3.287 2.547 -2.602 0.0 0.0 0.0 0.22
H 2.170 0.607 -1.568 0.0 0.0 0.0 0.21
Br 2.121 -5.093 -6.009 0.0 0.0 0.0 0.15
C 1.511 -4.107 -4.536 0.0 0.0 0.0 -0.03
C 1.668 -2.730 -4.502 0.0 0.0 0.0 -0.25
C 1.201 -2.056 -3.393 0.0 0.1 0.0 0.10
N 0.618 -2.671 -2.366 0.0 0.0 0.1 -0.50
C 0.460 -4.003 -2.401 0.1 0.0 -0.1 0.25
C 0.897 -4.757 -3.477 0.0 0.0 0.0 -0.25
C -0.216 -4.580 -1.216 -0.1 -0.1 0.1 0.18
C -0.466 -5.933 -1.057 0.0 0.0 0.0 -0.24
C -1.107 -6.358 0.097 0.0 0.0 0.0 -0.02
Br -1.461 -8.180 0.347 0.0 0.0 0.0 0.15
C -1.481 -5.434 1.060 0.0 -0.1 0.0 -0.26
C -1.194 -4.106 0.825 0.0 0.1 0.0 0.11
N -0.579 -3.688 -0.281 0.0 0.0 -0.1 -0.49
H 2.138 -2.197 -5.315 0.0 0.0 0.0 0.25
H 1.290 -0.979 -3.318 0.0 0.0 0.0 0.22
H 0.770 -5.829 -3.506 0.0 0.0 0.0 0.24
H -0.175 -6.653 -1.806 0.0 0.0 0.0 0.24
H -1.980 -5.737 1.968 0.0 0.0 0.0 0.26
H -1.459 -3.339 1.542 0.0 0.0 0.0 0.23
```
Forces are in eV/Å.

For the HOMO energy (spin up / spin down), the calculation gives -10.68 / -10.83 eV. The orbital gap (spin up / spin down) comes out at 0.2651 / 0.2637 hartree. The total charge is +1. As for the largest force on an atom: 0.2 eV/Å. The calculation puts the LUMO energy (spin up / spin down) at -3.470 / -3.651 eV. The energy above the lowest of the compared OMol25 structures with the same formula, charge and spin comes out at 0.43 kcal/mol. Its spin multiplicity is 4.